ORCA calculation (wB97M-V/def2-TZVPD) on a molecular structure, C39H44AsPt in a non-equilibrium geometry.

The HOMO energy (alpha / beta) is -7.269 / -11.307 eV. Its total energy is -3867.17749 hartree. The calculation puts the HOMO-LUMO gap (alpha / beta) at 5.47 / 5.89 eV. As for the energy above the lowest of the compared OMol25 structures with the same formula, charge and spin: 0.000 eV.

```
! RIJCOSX wB97M-V def2-TZVPD def2/J DEFGRID3
* xyz 1 5
C 0.09446 4.07864 2.88433
H -4.16567 -2.30542 5.12694
H 1.27847 0.29396 5.33065
C 1.03932 -1.23193 -2.00458
C 2.05891 0.52578 4.60425
C 1.96179 2.72553 -1.69468
C 1.22925 -1.42571 0.31239
Pt -0.32142 0.04694 0.64069
H -2.38798 0.96202 -3.66020
C -3.40026 -1.61194 4.77235
C -3.77273 -0.37881 4.23121
H -3.79728 2.64324 -1.67744
C 3.41261 0.35581 4.92164
C -2.04935 -1.95894 4.86986
C -2.41369 0.10817 0.23590
H 0.42981 2.34885 -0.18611
H -1.90107 2.22442 0.44808
H 1.21443 -2.09797 2.32732
H -2.48901 3.77992 -1.27514
H 1.95115 -0.06705 -3.56069
H -3.27793 0.25800 -2.30548
H 0.55439 6.18751 3.04062
As -0.15254 1.17152 2.74949
H -2.94278 0.07670 1.19496
C -1.09407 -2.63546 -2.39598
C -0.86598 -2.96443 0.70693
C 0.66100 2.43778 -1.26434
H -1.52306 2.24394 5.28859
C 4.05855 1.27483 2.77312
C 2.21590 2.86515 -3.05920
H -0.92403 2.27256 -4.24918
C -0.12566 -1.89602 -1.55618
H 3.53005 0.05401 -0.03043
H -1.89315 -3.04122 0.32842
H 3.21631 3.11675 -3.40499
H 2.56009 -1.03420 1.92098
H -4.82467 -0.09451 4.17225
H 2.43063 1.94568 1.51174
C 0.09668 5.32184 3.52845
C -1.80883 1.75837 -1.70879
C -1.05993 -1.09849 4.37514
C -0.36806 2.20073 -2.16033
H -0.78895 -3.68868 -2.51162
H 0.48998 -0.92563 -4.06227
C 3.26955 -0.44909 -0.96983
H 4.82822 1.59245 2.06546
H 2.76127 2.84301 -0.96147
H 4.00665 -1.25388 -1.13313
C -2.76812 2.93909 -1.91768
H -1.59504 -0.21997 -2.60092
H -0.00338 -1.36620 4.42996
C -0.47866 2.97150 3.52999
H 3.68691 -0.05036 5.89622
H -0.91822 -2.61960 1.74594
C -0.47966 5.45831 4.80096
H -0.41424 -3.96672 0.68697
H -1.51185 4.45639 6.42529
H 2.00742 -1.82117 -3.82881
H -0.47702 6.43148 5.29959
C 2.70921 1.45335 2.44679
C 1.93817 -1.85304 1.54555
C -2.29378 0.62496 -2.61967
H -3.07904 1.47148 3.33871
C -1.84011 1.35154 -0.21988
C 1.88851 -0.96736 -0.91298
C -0.11361 2.38041 -3.52667
H -1.17699 -2.21547 -3.40559
H -1.75325 -2.90445 5.32498
H 0.54480 3.96497 1.89753
C -1.07028 3.10303 4.79468
H 1.35620 2.81276 -5.03832
C 4.40720 0.70962 4.00363
C 1.71817 1.00814 3.33776
H -2.09195 -2.63806 -1.93632
H 5.46038 0.56163 4.25115
H -2.73816 -0.63821 -0.49594
C -1.44205 0.12136 3.80624
H -2.73953 3.27413 -2.96055
C -2.79416 0.50135 3.75308
C 1.38796 -0.99958 -3.43333
C -0.08799 -1.99293 -0.11119
H 2.57470 -2.72975 1.35708
C 1.16967 2.69160 -3.97188
C -1.06413 4.35127 5.43248
H 3.39334 0.28268 -1.77973
*
```

---

ORCA calculation (wB97M-V/def2-TZVPD) on 2 unconnected molecules or ions with the total composition C5H8O2.

The HOMO energy is -9.392 eV. Its total energy is -345.61519 hartree. The calculation puts the HOMO-LUMO gap at 10.27 eV. The SMILES is O=CCOC1C=C1.[H][H]. As for the energy above the lowest of the compared OMol25 structures with the same formula, charge and spin: 5.164 eV.

```
! RIJCOSX wB97M-V def2-TZVPD def2/J DEFGRID3
* xyz 0 1
H -0.25017 1.31991 1.16315
H 2.42146 -0.18573 0.38753
O 0.17611 0.97136 -1.68466
C 1.51206 -0.38444 -0.19329
C -0.74786 -1.21516 0.41393
H -0.91729 -2.27484 0.60310
O 0.61225 -0.93631 0.73316
H -2.37304 0.29995 1.46273
C -1.59750 -0.48028 -0.54748
H 1.68431 1.81853 -0.66485
H -1.88117 -0.33918 -1.57568
H 0.31165 1.80039 1.08711
C -1.80555 -0.22215 0.70802
H 1.77394 -1.08445 -1.00461
C 1.08081 0.91239 -0.88816
*
```